Entry 1:
ORCA calculation (wB97M-V/def2-TZVPD) on a structure of composition C17H20Cl5N2S2SiSn.

Last column: Löwdin charge in e.
Element x y z (Å)
Sn  0.6553  0.0937  -0.5116  0.6733
C  0.2046  -3.0212  -1.4692  -0.0887
N  0.5244  -2.3065  -0.2238  -0.2722
C  1.8983  -2.5968  0.2222  -0.1554
C  2.9356  -2.0339  -0.7304  -0.1414
N  2.8099  -0.5587  -0.9063  -0.2578
C  3.1574  -0.1757  -2.3098  -0.0464
C  3.6357  0.2517  0.0080  -0.2822
C  4.8563  -0.1953  0.4993  -0.0140
C  5.6296  0.6234  1.3060  -0.0537
C  5.1885  1.9054  1.6102  -0.0537
C  3.9910  2.3626  1.0909  -0.0878
C  3.2099  1.5492  0.2726  -0.5926
S  1.7545  2.2508  -0.4586  0.6114
C  -0.4197  -2.5772  0.8513  -0.2759
C  -1.1356  -3.7644  0.9095  -0.0118
C  -2.0062  -4.0069  1.9627  -0.0548
C  -2.1600  -3.0618  2.9644  -0.0600
C  -1.4526  -1.8707  2.9073  -0.1325
C  -0.5819  -1.6169  1.8554  -0.5912
S  0.2946  -0.0803  1.8346  0.6761
H  0.4083  -4.0912  -1.3812  0.1062
H  0.8020  -2.6305  -2.2881  0.0415
H  -0.8467  -2.8749  -1.7116  0.0817
H  2.0358  -3.6792  0.3084  0.1500
H  2.0319  -2.1583  1.2125  0.1177
H  2.8737  -2.4912  -1.7159  0.1261
H  3.9093  -2.2885  -0.3296  0.1129
H  4.2038  -0.4157  -2.5045  0.1172
H  3.0087  0.8968  -2.4280  0.0733
H  2.5190  -0.7128  -3.0104  0.0662
H  5.2383  -1.1747  0.2500  0.1095
H  6.5739  0.2615  1.6894  0.1143
H  5.7820  2.5516  2.2436  0.1165
H  3.6462  3.3653  1.3098  0.1126
H  -1.0227  -4.5155  0.1391  0.1124
H  -2.5586  -4.9367  1.9979  0.1141
H  -2.8378  -3.2450  3.7878  0.1164
H  -1.5790  -1.1211  3.6787  0.1095
Cl  -3.4325  0.4525  1.4502  0.5651
C  -3.4548  2.0162  0.6439  -0.9618
Cl  -1.8450  2.4885  0.0513  0.4971
H  -3.7731  2.7782  1.3418  0.0340
H  -4.1090  1.9565  -0.2163  0.0275
Cl  -0.2020  -0.9292  -4.1862  0.3324
Si  -0.8779  0.1898  -2.6164  -0.8165
Cl  -2.7294  -0.4815  -2.1100  0.3237
Cl  -0.8762  2.1194  -3.2374  0.3118

Cartesian forces, eV/Å:
-0.226 0.157 -0.067
-0.017 -0.040 -0.027
-0.111 0.026 -0.039
0.194 -0.065 0.085
0.027 0.030 0.059
-0.004 -0.277 -0.094
0.097 0.061 -0.010
0.037 -0.123 -0.125
-0.016 -0.057 0.024
-0.079 0.112 0.006
0.022 -0.091 -0.026
0.028 0.037 0.048
-0.060 0.321 0.099
-0.005 0.014 -0.003
-0.009 0.063 0.089
-0.024 -0.046 -0.012
0.016 0.002 -0.006
0.020 0.021 -0.011
-0.056 -0.018 0.077
0.124 -0.033 -0.167
-0.060 0.006 0.040
-0.010 0.008 0.009
0.015 0.002 0.007
0.019 -0.007 0.008
0.027 0.004 0.009
-0.013 -0.018 -0.012
-0.074 0.000 0.011
0.091 -0.048 -0.091
-0.023 -0.038 0.021
0.008 -0.061 -0.009
-0.024 -0.010 0.010
0.006 0.009 0.042
-0.019 -0.002 -0.017
-0.018 -0.019 -0.015
0.012 -0.029 -0.007
-0.012 0.026 0.027
0.016 0.028 -0.012
0.023 0.009 -0.015
-0.005 -0.018 -0.028
-0.008 -0.051 0.035
0.065 -0.007 -0.135
0.034 0.047 0.078
-0.036 0.007 0.060
-0.054 -0.004 -0.001
0.062 -0.008 0.005
0.005 0.127 0.074
0.042 0.047 -0.009
-0.023 -0.093 0.013

Computed properties:
- highest occupied orbital energy (eV) = -11.22
- spin multiplicity = 1
- charge = +1
- Kohn-Sham gap (hartree) = 0.3000
- max |F| (eV Å⁻¹) = 0.34

---

Entry 2:
ORCA calculation (wB97M-V/def2-TZVPD) on the molecule C17H31NO3.

Last column: Löwdin charge in e.
Element x y z (Å)
C  4.8047  1.1154  -3.4581  -0.0863
C  3.3495  0.7778  -3.7800  -0.4415
C  3.2856  -0.4958  -4.6193  -0.0780
C  2.5479  0.6442  -2.4801  -0.1856
C  1.0447  0.5028  -2.7079  -0.1440
C  0.2477  0.5508  -1.3923  -0.1984
C  -1.0845  -0.1330  -1.6148  -0.5101
O  -1.8280  0.0555  -2.5375  0.1291
O  -1.3339  -1.0592  -0.6771  0.0995
C  0.0655  2.0010  -0.8823  -0.3023
C  -1.0812  2.7384  -1.5680  -0.0487
C  -0.0971  2.0381  0.6482  -0.0627
C  -1.2320  1.1624  1.1579  -0.4939
O  -2.3857  1.2853  0.7992  0.0630
N  -0.8521  0.2433  2.0720  0.1031
C  -1.7698  -0.6900  2.6910  -0.3232
C  -1.2603  -2.1230  2.5392  -0.1524
C  -2.2490  -3.1035  3.1625  -0.1991
C  -2.4658  -2.7764  4.6371  -0.2111
C  -2.9608  -1.3421  4.7980  -0.2010
C  -1.9756  -0.3596  4.1717  -0.1479
H  4.8709  2.0405  -2.8895  0.0733
H  5.2572  0.3186  -2.8712  0.0795
H  5.3805  1.2352  -4.3727  0.0738
H  2.9240  1.6015  -4.3640  0.1358
H  2.2691  -0.7028  -4.9418  0.0693
H  3.9063  -0.3931  -5.5065  0.0754
H  3.6481  -1.3464  -4.0453  0.0830
H  2.9125  -0.2231  -1.9238  0.1242
H  2.7389  1.5297  -1.8695  0.1080
H  0.8422  -0.4491  -3.2008  0.1193
H  0.6912  1.2940  -3.3698  0.1261
H  0.7828  -0.0272  -0.6316  0.1484
H  -2.2202  -1.4318  -0.8116  0.1408
H  0.9970  2.5321  -1.1113  0.1307
H  -1.0584  2.5794  -2.6421  0.0785
H  -1.0039  3.8059  -1.3719  0.0849
H  -2.0369  2.3865  -1.1914  0.0746
H  -0.3236  3.0658  0.9416  0.1299
H  0.8419  1.7448  1.1225  0.1146
H  0.1149  0.1729  2.3449  0.1429
H  -2.7187  -0.5704  2.1584  0.1513
H  -1.1126  -2.3455  1.4816  0.1009
H  -0.2939  -2.2137  3.0433  0.1205
H  -1.8740  -4.1235  3.0575  0.1090
H  -3.2027  -3.0403  2.6343  0.1157
H  -3.1904  -3.4694  5.0688  0.1072
H  -1.5241  -2.8984  5.1778  0.1127
H  -3.9316  -1.2367  4.3095  0.1161
H  -3.0913  -1.1092  5.8566  0.1084
H  -2.3491  0.6615  4.2671  0.1182
H  -1.0155  -0.4202  4.6917  0.1186

Cartesian forces, eV/Å:
-0.274 0.066 -0.130
0.201 -0.145 0.222
-0.109 0.302 0.023
-0.214 0.178 -0.344
0.110 -0.135 0.277
0.018 0.071 -0.176
-0.002 -0.130 -0.149
-0.055 0.122 -0.181
-0.011 -0.475 0.452
-0.117 -0.054 0.156
0.077 0.001 -0.051
-0.065 0.070 -0.232
0.555 0.179 0.339
-0.432 0.138 -0.208
0.170 -0.218 0.288
0.107 -0.045 0.130
-0.364 0.032 -0.192
0.312 -0.042 0.217
-0.317 0.003 -0.135
0.293 -0.048 0.185
-0.371 -0.005 -0.216
0.062 0.093 0.081
0.090 -0.103 0.083
0.125 0.010 -0.071
-0.018 0.006 0.025
-0.097 -0.111 -0.072
0.051 -0.048 -0.111
0.052 -0.140 0.071
0.070 -0.042 0.087
0.053 0.013 0.099
-0.025 0.036 -0.100
-0.073 0.008 -0.088
0.009 0.026 -0.047
0.079 0.213 -0.219
-0.050 -0.101 0.032
-0.014 0.052 -0.131
0.007 0.109 0.034
-0.050 0.036 -0.050
0.026 -0.017 0.082
0.008 0.031 0.027
-0.029 0.121 -0.132
0.083 -0.048 0.065
0.095 0.030 0.022
0.113 -0.006 0.009
-0.070 -0.027 -0.063
-0.069 -0.050 -0.061
0.050 -0.042 0.068
0.046 -0.044 0.061
-0.098 0.022 0.016
-0.096 0.025 -0.010
0.076 0.048 -0.005
0.086 0.035 0.022

Computed properties:
- highest occupied orbital energy (eV) = -9.44
- spin multiplicity = 1
- Kohn-Sham gap (hartree) = 0.3721
- SMILES = CC(C)CC[C@H](C(=O)O)[C@@H](C)CC(=O)NC1CCCCC1
- max |F| (eV Å⁻¹) = 0.67

---

Entry 3:
ORCA calculation (wB97M-V/def2-TZVPD) on a structure of composition C25H28CaF5N5O2Sb2 in a non-equilibrium geometry.

Last column: Löwdin charge in e.
Element x y z (Å)
Ca  -0.0715  -0.4192  0.4218  0.9780
C  -2.9865  1.5695  1.3357  -0.2978
Sb  -2.3001  1.7163  -0.6961  1.3223
C  -2.6622  3.7933  -0.8597  -0.3255
C  -4.1636  1.0822  -1.6449  -0.3296
C  -5.2107  0.5625  -0.7005  -0.2959
C  -6.0774  1.4654  -0.0812  -0.0675
C  -7.0171  1.0601  0.8508  -0.0817
C  -7.1162  -0.2865  1.1813  -0.0836
C  -6.2827  -1.1982  0.5547  -0.0641
C  -5.3313  -0.7979  -0.3875  -0.2857
C  -4.4720  -1.8531  -1.0433  -0.3287
Sb  -2.5495  -2.1206  -0.1492  1.2918
C  -3.2707  -2.6741  1.7765  -0.3059
C  -2.1837  -4.0838  -0.8650  -0.3245
H  -3.8900  2.1660  1.4592  0.0088
H  -2.1848  1.9314  1.9780  0.0006
H  -3.2392  0.5431  1.6159  -0.0120
H  -3.6550  3.9968  -0.4591  0.0045
H  -2.6069  4.1032  -1.9020  0.0061
H  -1.9110  4.3350  -0.2849  0.0029
H  -3.8869  0.3552  -2.4060  0.0331
H  -4.5304  1.9714  -2.1627  0.0587
H  -6.0015  2.5169  -0.3411  0.1124
H  -7.6706  1.7900  1.3121  0.1035
H  -7.8465  -0.6256  1.9051  0.1016
H  -6.3769  -2.2546  0.7873  0.1102
H  -4.3069  -1.6529  -2.1018  0.0549
H  -4.9559  -2.8277  -0.9635  0.0618
H  -3.8922  -3.5654  1.6849  0.0146
H  -3.8657  -1.8647  2.1979  0.0002
H  -2.4237  -2.8858  2.4274  -0.0027
H  -3.1111  -4.6536  -0.8061  0.0097
H  -1.4324  -4.5467  -0.2242  -0.0088
H  -1.8256  -4.0732  -1.8934  0.0055
F  5.0580  3.5881  2.5966  0.1200
C  3.8831  3.0625  2.2497  -0.1592
C  3.5774  1.7506  2.5482  -0.1789
F  4.4331  0.9940  3.2225  0.1226
C  2.3539  1.2469  2.1557  -0.1556
F  2.0734  -0.0577  2.3987  0.0537
C  1.3715  2.0033  1.5256  -0.2956
O  0.1823  1.4614  1.2481  -0.4001
C  1.7115  3.3180  1.2402  -0.1442
F  0.8364  4.1333  0.6322  0.0953
C  2.9479  3.8334  1.5875  -0.1417
F  3.2350  5.1044  1.2970  0.1193
N  1.4722  -0.7123  -1.1129  -0.0480
C  2.6476  -0.6461  -1.1027  -0.3905
N  3.9174  -0.6865  -1.1689  0.0699
C  4.7178  0.0802  -0.4336  -0.3743
N  5.4904  0.6866  0.1787  0.1243
N  0.4157  -2.6057  1.3576  0.0677
C  1.3012  -3.2158  0.9154  -0.2675
N  2.3320  -3.8010  0.3593  -0.0638
C  2.3023  -4.1593  -1.0729  -0.1043
C  2.1752  -5.6589  -1.1835  -0.1827
O  3.2108  -6.3051  -0.4581  -0.1180
C  3.1581  -6.0042  0.9286  -0.1827
C  3.3404  -4.5212  1.1622  -0.0883
H  3.2402  -3.8112  -1.5073  0.1348
H  1.4873  -3.6220  -1.5534  0.1234
H  2.2714  -5.9710  -2.2212  0.1326
H  1.1971  -5.9853  -0.8063  0.1262
H  3.9585  -6.5651  1.4074  0.1318
H  2.1975  -6.3362  1.3434  0.1301
H  4.3208  -4.1929  0.8153  0.1388
H  3.2337  -4.2441  2.2091  0.1380

Cartesian forces, eV/Å:
-0.154 -0.109 0.297
-0.043 -0.052 0.018
-0.033 -0.322 0.131
0.046 0.236 0.017
-0.300 -0.008 0.015
0.185 0.112 -0.152
0.013 0.063 0.007
0.020 -0.076 -0.004
0.036 0.052 -0.061
0.016 0.007 -0.023
0.147 -0.244 -0.054
-0.352 0.130 -0.053
-0.376 -0.100 0.148
-0.025 -0.112 0.041
0.011 -0.192 -0.033
0.049 0.032 0.014
-0.039 0.016 -0.017
0.051 0.018 -0.050
0.017 0.071 -0.024
-0.015 0.018 0.022
-0.040 -0.009 -0.027
-0.050 -0.014 -0.014
-0.007 -0.041 0.019
-0.007 -0.035 0.011
0.014 -0.025 -0.004
0.017 0.014 -0.016
0.011 0.041 -0.013
-0.056 0.007 -0.010
-0.023 0.011 -0.015
-0.001 0.017 0.035
0.020 -0.003 -0.007
-0.028 0.002 0.012
0.050 -0.048 -0.021
-0.026 -0.008 -0.039
-0.014 0.008 0.020
0.074 -0.001 0.042
0.054 0.094 -0.006
-0.202 -0.015 -0.054
0.166 -0.156 0.024
0.326 0.002 0.163
-0.103 -0.176 -0.009
-1.105 -0.547 -0.110
0.937 1.317 0.476
0.264 0.321 0.027
-0.179 -0.061 -0.072
-0.070 0.070 -0.037
0.016 0.069 -0.015
0.635 -0.208 -0.616
0.336 0.083 0.069
-0.025 0.011 0.008
-0.141 -0.132 -0.043
-0.126 -0.026 -0.078
-0.069 -0.433 0.091
0.379 0.249 -0.252
-0.187 0.010 0.232
0.062 0.268 0.268
0.078 -0.201 0.004
-0.045 0.048 0.041
0.007 -0.157 -0.103
-0.149 0.291 -0.175
0.034 -0.010 -0.022
-0.048 -0.031 -0.006
0.022 -0.055 -0.021
-0.030 -0.001 0.012
0.013 -0.037 -0.028
-0.017 0.007 0.024
0.025 -0.012 -0.010
-0.047 -0.035 0.007

Computed properties:
- highest occupied orbital energy (eV) = -7.92
- spin multiplicity = 1
- Kohn-Sham gap (hartree) = 0.2901
- max |F| (eV Å⁻¹) = 1.68

---

Entry 4:
ORCA calculation (wB97M-V/def2-TZVPD) on a structure of composition H16LiO8 in a non-equilibrium geometry.

Last column: Löwdin charge in e.
Element x y z (Å)
Li  27.4150  -8.8490  1.5530  0.6983
O  27.4380  -10.9830  2.8730  -0.0362
H  28.2050  -11.5760  2.9690  0.0858
H  26.6760  -11.4960  3.0520  0.0291
O  28.4850  -10.0330  0.0580  -0.0783
H  28.1680  -9.5720  -0.7390  0.0602
H  28.1830  -10.9260  -0.0230  0.0457
O  24.5410  -9.3680  4.1500  -0.0139
H  23.7590  -8.9720  3.8410  0.0205
H  25.3210  -9.1660  3.6610  -0.0348
O  26.9820  -7.3330  -0.0200  -0.0836
H  27.8220  -6.8490  -0.0520  0.0669
H  26.6040  -7.3660  -0.9380  0.1050
O  25.6200  -10.0690  1.0210  -0.0976
H  24.6830  -9.8530  0.8560  0.0580
H  25.6010  -10.7960  1.6690  0.0445
O  26.5780  -7.6130  2.9300  -0.1095
H  27.0020  -7.3320  3.7660  0.0957
H  25.7570  -7.0760  3.0560  0.0977
O  29.3250  -8.0850  1.8720  -0.0587
H  29.7280  -7.5010  1.2480  0.0503
H  29.8860  -8.8490  1.9910  0.0614
O  24.0980  -7.8330  0.7410  -0.0435
H  25.0230  -7.9320  0.7290  -0.0612
H  23.8060  -8.0080  -0.2000  0.0983

Cartesian forces, eV/Å:
-0.063 -0.221 -0.171
1.785 0.759 -0.464
-0.551 0.262 0.058
-1.011 -1.010 0.733
0.045 1.214 -0.192
0.211 -0.405 0.356
-0.362 -0.886 -0.162
0.722 -1.746 1.830
-1.125 0.959 -1.034
0.362 0.701 -0.841
-0.214 -0.361 -1.026
-0.524 0.047 -0.272
0.764 0.288 1.222
-0.267 -0.453 0.281
0.381 0.033 0.246
-0.073 0.504 -0.618
-0.860 1.269 1.353
0.463 -0.577 -0.552
0.472 -0.729 -0.847
-1.162 -0.159 0.855
0.752 0.350 -0.466
0.483 -0.144 -0.210
-2.527 -0.300 -1.611
1.944 0.094 -0.065
0.355 0.513 1.597

Computed properties:
- highest occupied orbital energy (eV) = -14.31
- spin multiplicity = 1
- charge = +1
- Kohn-Sham gap (hartree) = 0.4022
- max |F| (eV Å⁻¹) = 3.01

---

Entry 5:
ORCA calculation (wB97M-V/def2-TZVPD) on a cluster of 14 separate species, CH29O14 in total in a non-equilibrium geometry.

Last column: Löwdin charge in e.
Element x y z (Å)
C  0.0667  0.5110  0.3102  -0.2112
O  -0.0973  0.6910  -1.1028  -0.4011
H  0.4237  -0.5590  0.5422  0.0817
H  -0.9573  0.5320  0.7772  0.0785
H  0.5287  1.2030  0.8332  0.0106
O  3.3917  0.7840  0.7802  -0.1034
H  2.6627  0.4330  0.2692  0.0082
H  3.0357  0.6980  1.7772  0.0786
O  1.3547  -3.2260  -0.0168  -0.0474
H  1.2947  -4.0740  -0.3408  -0.0047
H  0.3937  -3.1050  0.3082  0.0467
O  -0.1223  -1.2800  -4.4128  -0.1327
H  -0.1133  -2.2140  -3.7778  0.1445
H  0.0897  -0.7750  -3.6668  -0.0595
O  1.9187  -1.1040  -1.7288  -0.0740
H  1.1407  -0.5720  -1.4088  -0.0116
H  1.8957  -1.9100  -1.2458  -0.0413
O  -3.6683  0.8990  -0.7488  -0.0444
H  -4.5713  1.3140  -0.7348  0.0871
H  -3.0933  1.6090  -0.8778  -0.0532
O  -1.2303  -2.6340  1.0802  -0.1580
H  -1.1983  -2.0640  0.1502  0.0968
H  -2.0753  -3.1380  0.9972  0.0832
O  2.1137  0.9550  3.3122  -0.0517
H  1.6467  0.1820  3.6352  0.0114
H  2.0457  1.5330  4.0942  0.0673
O  -3.6063  -0.7500  1.3942  -0.0436
H  -3.4393  -0.0320  0.9612  -0.1354
H  -2.5913  -0.9670  1.4702  0.0596
O  2.7437  3.2330  0.5572  -0.1363
H  3.3657  3.8420  1.1102  0.0697
H  2.9017  2.3730  1.0232  -0.0341
O  0.1127  -1.1780  3.3482  -0.1218
H  -0.5733  -0.9840  4.0662  0.0800
H  -0.3613  -1.5720  2.5242  0.0420
O  -1.7823  2.6550  -1.1988  -0.0855
H  -1.2793  1.8120  -0.9798  0.0047
H  -1.0453  3.1210  -1.5178  0.0030
O  1.1597  2.5760  -2.6048  -0.0575
H  2.0537  2.6910  -2.3238  0.0087
H  0.8297  1.8780  -2.0458  -0.0355
O  -1.6343  -1.4500  -1.5598  -0.0591
H  -1.1513  -0.7110  -1.2428  -0.0499
H  -2.5803  -1.2250  -1.7858  0.0907

Cartesian forces, eV/Å:
-4.014 -4.684 -2.958
0.473 -0.520 1.826
0.136 1.394 -0.008
0.293 -0.152 0.006
3.069 3.436 2.171
-0.603 -0.678 3.789
-0.253 -0.345 -0.558
1.095 0.001 -3.000
-2.113 2.670 1.929
0.223 -3.130 -1.343
1.996 0.002 -0.316
-0.464 -5.788 1.391
-0.197 3.650 -3.113
0.684 2.218 1.700
-0.374 1.576 -0.527
0.495 -0.050 -0.625
-0.097 -1.104 0.778
-3.493 -1.589 0.487
1.398 -0.706 -0.031
1.748 2.345 -0.701
-0.446 1.339 -2.796
-0.793 -1.771 2.318
0.922 0.644 0.030
0.051 0.672 1.188
-0.467 -0.810 -0.536
0.317 0.057 -0.734
2.374 -7.373 4.685
0.287 7.437 -4.798
-2.805 -0.326 0.313
1.743 1.957 2.356
-1.753 -1.377 -1.678
-0.073 0.429 -1.133
-1.986 -0.337 0.019
1.184 -0.608 -1.952
0.785 0.846 2.073
-1.132 -1.121 1.150
0.123 0.048 -0.559
1.426 1.467 -0.980
-0.343 0.991 -1.086
0.892 0.216 0.342
-0.634 -1.143 0.792
-2.472 -2.899 -0.476
1.021 2.916 -0.129
1.779 0.204 0.693

Computed properties:
- highest occupied orbital energy (eV) = -5.73
- spin multiplicity = 1
- charge = -1
- Kohn-Sham gap (hartree) = 0.2976
- max |F| (eV Å⁻¹) = 9.05

---

no.,LUMO (Ha)
1,-0.1125
2,0.0250
3,-0.0010
4,-0.1236
5,0.0869